No. 1
C12H19N2O | the ωB97M-V functional and the def2-TZVPD basis

Output
E_HOMO: -12.67 eV
F_max: 4.141 eV Å⁻¹
LUMO level: -0.104 hartree
energy relative to the best compared isomer or geometry (same formula, charge and spin): 80.0 kJ/mol
frontier orbital gap: 9.85 eV

```
! wB97M-V def2-TZVPD RIJCOSX def2/J DEFGRID3
* xyz 1 1
C -4.0768 -0.1453 0.1952
C -3.5156 0.5711 -0.8613
C -3.2449 -0.8980 0.9595
C -2.1316 0.5807 -1.0831
C -1.9010 -0.9302 0.6907
C -1.2546 -0.2523 -0.3649
C 3.0542 -0.4988 -0.0278
C 2.2223 -1.7992 -0.5099
C 0.2323 -0.2673 -0.6703
C 0.9879 0.8928 0.0658
C 0.4988 2.2821 -0.2818
C 0.8279 0.5711 1.6035
N 2.3835 0.7416 -0.3326
N 0.7288 -1.5863 -0.2357
O 0.5040 -0.1543 -1.9875
H -5.1631 -0.1977 0.4404
H -4.1606 1.1483 -1.4862
H -3.6674 -1.4548 1.7928
H -1.8351 1.2874 -1.8268
H -1.3422 -1.6062 1.3800
H 3.2964 -0.6874 1.0259
H 3.9637 -0.5178 -0.5635
H 2.4290 -1.9802 -1.5345
H 2.4369 -2.6293 0.1553
H 1.1945 3.0465 0.0814
H -0.3567 2.5755 0.2759
H 0.4503 2.6201 -1.2644
H 1.3808 1.0938 2.3444
H 1.2387 -0.4106 1.8729
H -0.2577 0.6647 1.8637
H 2.8498 1.5947 0.0057
H 0.1538 -2.2398 -0.6293
H 0.7435 -1.7591 0.7470
H 1.3300 0.3440 -1.8404
*
```

natural (NBO) atomic charge list, values in e, 8 entries: atom 1 (C): -0.17, atom 2 (C): -0.19, atom 3 (C): -0.24, atom 4 (C): -0.17, atom 5 (C): -0.16, atom 6 (C): -0.13, atom 7 (C): -0.23, atom 8 (C): -0.22

---

No. 2
C12H19N2O | the ωB97M-V functional and the def2-TZVPD basis

Output
E_HOMO: -11.09 eV
F_max: 6.220 eV Å⁻¹
LUMO level: -0.098 hartree
energy relative to the best compared isomer or geometry (same formula, charge and spin): 267.0 kJ/mol
frontier orbital gap: 8.42 eV

```
! wB97M-V def2-TZVPD RIJCOSX def2/J DEFGRID3
* xyz 1 1
C 0.6355 3.1570 -1.1153
C -0.3820 2.2230 -0.9108
C 1.3983 1.5463 0.2239
C -0.6098 0.0422 0.0702
C -0.7350 -0.6707 1.7073
C -0.1435 -1.1547 -0.6579
C -0.6426 -2.3249 0.1390
C -1.8138 2.2169 -1.4168
C 2.4170 0.7083 0.9950
C -0.8885 -0.0872 3.0166
C -0.7422 -1.2043 -2.1443
C 0.2853 -3.5102 0.1809
N 0.1606 1.2272 -0.1727
N 1.6659 2.7985 -0.2658
O -0.8707 -1.9307 1.5561
H 0.6259 4.0610 -1.6983
H 0.9126 -1.1434 -0.8271
H -1.5512 -2.7211 -0.2990
H -2.2118 1.2893 -1.2489
H -2.4805 2.8993 -0.8785
H -1.9589 2.5360 -2.5082
H 2.1423 -0.4131 1.0091
H 3.3757 0.7907 0.5221
H 2.5698 1.0016 2.0157
H -0.3460 0.8938 2.9078
H -0.6755 -0.7985 3.8249
H -1.8835 0.3719 3.1117
H -1.6980 -0.7722 -2.1976
H -0.7015 -2.1947 -2.5750
H -0.1409 -0.5308 -2.6667
H 1.0164 -3.4452 0.9407
H 0.8767 -3.5196 -0.7725
H -0.1945 -4.4566 0.2220
H 2.5883 3.1146 -0.0879
*
```

natural (NBO) atomic charge list, values in e, 8 entries: atom 1 (C): -0.06, atom 2 (C): 0.19, atom 3 (C): 0.43, atom 4 (C): -0.11, atom 5 (C): 0.57, atom 6 (C): -0.32, atom 7 (C): 0.10, atom 8 (C): -0.66

---

No. 3
C12H19NSiTi | the ωB97M-V functional and the def2-TZVPD basis

Output
E_HOMO (alpha / beta): 2.87 / 2.81 eV
F_max: 3.159 eV Å⁻¹
LUMO level (alpha / beta): 0.168 / 0.168 hartree
frontier orbital gap (alpha / beta): 1.69 / 1.77 eV

```
! wB97M-V def2-TZVPD RIJCOSX def2/J DEFGRID3
* xyz -2 3
C 0.3005 -2.3500 -2.9876
C -0.4524 -1.5905 -3.9553
C -1.7678 -1.3862 -3.4570
C -1.8550 -1.9980 -2.1394
C -0.5509 -2.6238 -1.8659
Ti -0.3474 -0.4862 -1.9573
N 1.5237 -0.4562 -0.7218
C 2.4006 0.3584 -1.8163
C 1.3106 0.5788 -2.8564
H -2.5696 -0.8265 -3.9429
H -0.0659 -1.2492 -4.9035
H -2.7178 -1.9952 -1.4681
H -0.3018 -3.2340 -0.9957
H 1.3210 -2.7189 -3.1067
H 1.5482 0.3018 -3.8911
H 3.2587 -0.3032 -2.1314
H 2.2882 -1.1149 -0.5161
H 0.8697 1.5768 -2.8056
H 2.6829 1.2115 -1.1746
C -0.4302 -0.1951 4.1848
Si -0.4344 1.0985 2.8205
C -2.1260 1.9246 2.8452
C 0.8437 2.4164 3.2736
C -0.0619 0.2598 1.2184
C 0.7083 -0.1531 0.3034
H -0.5956 0.2309 5.1831
H 0.5268 -0.7293 4.2033
H -1.2167 -0.9384 4.0050
H -2.3605 2.3526 3.8304
H -2.1992 2.7376 2.1126
H -2.9155 1.1999 2.6099
H 1.8589 2.0001 3.2562
H 0.8325 3.2587 2.5699
H 0.6941 2.8422 4.2765
*
```

natural (NBO) atomic charge list, values in e, 8 entries: atom 1 (C): -0.33, atom 2 (C): -0.30, atom 3 (C): -0.34, atom 4 (C): -0.39, atom 5 (C): -0.39, atom 6 (Ti): -0.31, atom 7 (N): -0.74, atom 8 (C): -0.36

---

No. 4
C12H20AlBBr3CaCl5CsF5LiNO9Si2 | the ωB97M-V functional and the def2-TZVPD basis

Output
E_HOMO: -4.63 eV
F_max: 12.573 eV Å⁻¹
LUMO level: -0.091 hartree
energy relative to the best compared isomer or geometry (same formula, charge and spin): 0.0 kJ/mol
frontier orbital gap: 2.14 eV

```
! wB97M-V def2-TZVPD RIJCOSX def2/J DEFGRID3
* xyz 0 1
C -3.2359 -0.8884 3.0301
N -2.9810 -0.3906 1.6807
C -3.3217 1.0279 1.5474
B -3.4975 -1.2165 0.6406
O -4.4765 -2.1623 0.9474
Si -2.9002 -1.1040 -1.3028
O -1.2886 -1.3541 -1.5808
Si -0.3646 -1.9708 -0.4334
Cl 0.3365 -0.4760 0.7883
H -2.7653 -1.8565 3.1504
H -2.7680 -0.2150 3.7414
H -4.2922 -0.9598 3.2807
H -2.8765 1.5654 2.3782
H -2.8355 1.4239 0.6615
H -4.3921 1.2133 1.5137
H -4.1229 -3.0361 1.1100
H -3.2512 0.2001 -1.9119
H -3.6513 -2.1063 -2.0972
H 0.8648 -2.5985 -1.0030
H -1.0472 -3.0702 0.3355
Ca 0.9653 -4.7235 -0.0008
C 1.2386 4.1466 3.3904
C 2.3534 4.8035 3.7205
C 3.6896 4.3432 3.2310
O 4.6375 5.0961 3.6511
C 3.8460 3.2283 2.4386
C 2.7123 2.5192 2.0856
C 1.3252 2.9683 2.5501
O 0.3681 2.3207 2.2017
O 2.7499 1.4613 1.3737
O 2.3410 5.8821 4.4930
H 0.2634 4.4583 3.7328
H 4.8476 2.9416 2.1194
H 1.8294 1.1020 1.2669
H 3.2549 6.1914 4.5950
Br -1.5536 -6.1640 -1.9523
C -1.4528 -7.7735 -3.0420
C -2.1959 -8.8799 -2.3525
Br -1.1855 -9.5976 -0.8249
H -0.4053 -8.0126 -3.1916
H -1.9080 -7.5274 -3.9973
H -2.3539 -9.7301 -3.0182
H -3.1522 -8.5220 -1.9706
C 2.4675 0.3193 -2.3880
O 2.1328 -0.8156 -1.9587
O 1.3161 1.1320 -2.6528
O 3.5599 0.8126 -2.6079
H 0.6448 0.4647 -2.4300
C -2.6756 2.7452 -4.3852
Cl -2.6111 2.3064 -6.0949
Cl -1.4113 2.0057 -3.5375
Cl -2.5266 4.5554 -4.2390
Cl -4.2470 2.2302 -3.7035
F -1.0838 -0.8806 -3.9053
F 6.5388 3.2390 1.2917
Al 7.3748 4.4997 0.5401
F 6.2733 5.5695 -0.1031
F 8.4568 3.9580 -0.5825
F 8.2468 5.3290 1.7742
Li -3.5765 -10.1243 -0.5662
Cs -4.6874 4.7171 -5.0062
Br 6.4600 5.3792 3.5782
*
```

Mulliken atomic charge list, values in e, 8 entries: atom 1 (C): -1.04, atom 2 (N): 0.32, atom 3 (C): -1.06, atom 4 (B): 0.02, atom 5 (O): -0.69, atom 6 (Si): 0.67, atom 7 (O): 0.38, atom 8 (Si): 0.96

---

No. 5
C12H20Br2N2O3S | the ωB97M-V functional and the def2-TZVPD basis

Output
E_HOMO: -9.45 eV
F_max: 0.892 eV Å⁻¹
LUMO level: 0.014 hartree
frontier orbital gap: 9.84 eV

```
! wB97M-V def2-TZVPD RIJCOSX def2/J DEFGRID3
* xyz 0 1
C -2.6203 1.0674 1.3225
C -1.6487 1.0133 0.1570
Br -2.4853 1.7408 -1.4639
C -1.1241 -0.3812 -0.2106
Br 0.5671 -0.6831 0.7438
O -2.0592 -1.3581 0.1403
C -2.2344 -2.4707 -0.5998
O -3.1260 -3.2115 -0.3955
O -1.2805 -2.6433 -1.5626
S -0.0623 -3.7435 -1.1577
H -3.3018 0.2187 1.3469
H -3.2172 1.9778 1.2567
H -2.0603 1.1304 2.2598
H -0.7982 1.6558 0.3716
H -0.8627 -0.4499 -1.2619
H 0.8890 -2.8106 -0.9998
C 2.8397 -3.6750 -5.2799
C 1.4713 -3.0520 -5.5223
C 1.3972 -1.5863 -5.0769
C 1.6533 -1.4439 -3.6450
N 1.8532 -1.3717 -2.5152
H 3.0853 -3.6870 -4.2170
H 2.8623 -4.7039 -5.6376
H 3.6229 -3.1211 -5.8012
H 0.7033 -3.6219 -4.9961
H 1.2261 -3.0921 -6.5847
H 0.4107 -1.1679 -5.2821
H 2.1316 -0.9820 -5.6137
C 0.2974 2.1429 5.6986
C 0.9101 3.4939 5.3536
C -0.1126 4.4804 4.7762
C -0.7101 3.9783 3.5399
N -1.1484 3.5640 2.5619
H -0.1013 1.6517 4.8098
H 1.0451 1.4811 6.1346
H -0.5156 2.2516 6.4191
H 1.7213 3.3617 4.6355
H 1.3455 3.9457 6.2464
H 0.3540 5.4417 4.5566
H -0.9174 4.6594 5.4923
*
```

natural (NBO) atomic charge list, values in e, 8 entries: atom 1 (C): -0.64, atom 2 (C): -0.26, atom 3 (Br): -0.03, atom 4 (C): 0.05, atom 5 (Br): -0.02, atom 6 (O): -0.52, atom 7 (C): 1.00, atom 8 (O): -0.53

---

No. 6
C12H20BrCl2NO | the ωB97M-V functional and the def2-TZVPD basis

Output
E_HOMO (alpha / beta): -2.66 / -2.65 eV
F_max: 8.254 eV Å⁻¹
LUMO level (alpha / beta): 0.103 / 0.103 hartree
frontier orbital gap (alpha / beta): 5.48 / 5.46 eV

```
! wB97M-V def2-TZVPD RIJCOSX def2/J DEFGRID3
* xyz -1 2
C 2.2355 0.2412 -4.1344
C 1.3874 0.1462 -2.7847
Cl 0.8496 1.7729 -2.1123
C 1.0782 -1.0518 -2.1293
Cl 1.6585 -2.6355 -2.8712
C 0.2638 -1.1541 -0.7441
C -1.2183 -0.5641 -0.8642
C -1.8122 0.1053 0.4570
C -2.1219 1.6725 0.2025
C -3.2823 -0.5573 0.6564
N -1.0783 -0.1674 1.7131
O -1.3490 -1.3734 2.1728
C 0.3802 0.1095 1.6709
C 0.7909 1.6531 1.8197
C 0.9864 -0.6003 3.0067
C 1.1850 -0.5044 0.4047
H 1.7074 0.9868 -4.8293
H 2.3229 -0.7475 -4.6749
H 3.2615 0.7074 -3.9213
H 0.1746 -2.2714 -0.5089
H -1.3467 0.2045 -1.7047
H -1.8958 -1.4413 -1.1699
H -1.2888 2.2005 -0.3591
H -2.2469 2.1765 1.2221
H -3.1234 1.8040 -0.3382
H -3.6873 -0.3239 1.6973
H -3.2752 -1.6814 0.5296
H -4.0004 -0.1223 -0.1150
H 1.9376 1.6916 1.8456
H 0.4401 2.1347 2.7854
H 0.4841 2.2429 0.9009
H 0.3399 -0.2927 3.9082
H 2.0265 -0.1916 3.2312
H 1.0703 -1.7203 2.9028
H 1.8851 0.2797 -0.0451
H 1.9243 -1.3791 0.7813
Br 3.3370 -1.3493 1.3985
*
```

natural (NBO) atomic charge list, values in e, 8 entries: atom 1 (C): -0.65, atom 2 (C): -0.04, atom 3 (Cl): -0.05, atom 4 (C): 0.05, atom 5 (Cl): -0.05, atom 6 (C): -0.27, atom 7 (C): -0.42, atom 8 (C): 0.11